Entry 1:
C2H4OSe in the gas phase in a non-equilibrium geometry. Source: the OMol25 dataset; level of theory: wB97M-V/def2-TZVPD.

CARTESIAN COORDINATES (ANGSTROEM)
C (0.0277, -0.0799, 0.0530)
H (-1.3347, -0.2251, 2.1534)
H (1.3954, -0.7847, -1.8481)
Se (-0.3675, -1.1715, 1.6190)
O (1.3746, -2.2263, -0.4088)
H (0.5914, 0.8197, 0.2795)
H (-0.8531, 0.1121, -0.5524)
C (1.0795, -1.1856, -0.8804)

For the gap between HOMO and LUMO, the calculation gives 9.6 eV. Its energy is -2555.2179 Ha. The energy relative to the best compared isomer or geometry (same formula, charge and spin) is 0.4668 eV. The value obtained for the HOMO energy is -0.3229 hartree. Its structure (SMILES) is O=CC[SeH]. As for the spin multiplicity: 1.

***

Entry 2:
A molecular structure, C4H6BrINS in a non-equilibrium geometry. Source: the OMol25 dataset; level of theory: wB97M-V/def2-TZVPD.

CARTESIAN COORDINATES (ANGSTROEM)
S (1.4378, -1.8307, -0.1413)
H (0.1728, 1.1515, 1.2279)
C (-0.8095, 1.2453, -0.5846)
I (3.2840, 0.9763, -0.3368)
C (1.4834, -0.0926, -0.5002)
C (-0.7093, -0.7405, 0.8068)
H (-0.5460, -2.7896, 0.8758)
C (-0.1086, -1.8782, 0.5257)
H (1.0800, 0.0090, -1.4728)
H (-0.2315, 2.0814, -0.9161)
H (-0.9295, 0.5919, -1.4552)
H (-1.3530, -0.8111, 1.6843)
Br (-2.6662, 1.5797, -0.2010)
N (-0.1045, 0.5075, 0.4875)

For the gap between HOMO and LUMO, the calculation gives 8.5 eV. Its energy is -3480.3127 Ha. The energy relative to the best compared isomer or geometry (same formula, charge and spin) is 0.4792 eV. The value obtained for the HOMO energy is -0.4944 hartree. Its charge is +1. As for the spin multiplicity: 1.

***

Entry 3:
9 unconnected molecules or ions with the total composition C36H99N9O9 in a non-equilibrium geometry. Source: the OMol25 dataset; level of theory: wB97M-V/def2-TZVPD.

CARTESIAN COORDINATES (ANGSTROEM)
H (7.0717, 0.5839, 1.1066)
H (5.5916, 3.2471, 3.0963)
O (-5.5674, -2.4720, -1.6439)
H (-3.6540, 2.9668, -5.7736)
H (0.0215, 3.3578, 3.7216)
H (-6.8276, -1.8043, 2.6675)
H (3.5979, -1.7721, -0.4316)
H (-5.2621, -0.2821, 1.4101)
O (-8.3155, -3.6136, 1.8098)
H (-9.3442, -4.4644, 0.1826)
H (1.7382, 1.6764, 0.7341)
H (5.1380, -1.5690, -4.0554)
H (-10.2999, -3.4923, 1.3267)
H (-1.8377, 4.6782, -5.0369)
C (5.4697, 1.9443, 1.5886)
H (-0.3135, 3.1990, 1.9816)
C (-0.0183, 3.9071, 2.7696)
H (8.9661, 0.9887, 4.0629)
C (-0.7586, -0.0740, -0.4046)
H (-5.2592, -0.0893, -4.8327)
C (-5.2008, 3.0592, -1.7200)
H (-6.3599, -0.9248, -3.7941)
H (3.9325, 2.3752, 0.1315)
H (-0.5555, 4.0536, -4.0117)
H (-0.8684, 3.2612, -5.5325)
H (2.1359, -1.1333, 0.0137)
H (-5.8891, -0.9253, -0.0841)
H (-0.2324, -2.5373, 3.4459)
C (8.7610, 1.2239, 3.0174)
C (0.8855, 1.2050, -1.8153)
C (8.0465, 1.0530, -1.9061)
H (-0.8848, -0.5023, 0.5959)
N (5.2298, 3.2953, 2.1454)
O (-0.9134, 4.9863, 2.8634)
H (-4.6413, -0.2509, -2.3561)
H (-8.5020, -1.8471, 0.7294)
C (-3.3179, 3.5633, -3.1314)
H (2.1079, -1.5309, 3.2574)
H (3.7680, -7.1765, 1.3035)
N (-3.1762, 2.2515, -5.2336)
H (2.1067, 2.4927, 2.8593)
H (-3.8888, 4.4031, -3.5561)
H (-2.5801, 0.9932, 0.9513)
H (-6.4724, -3.5791, -0.2096)
H (-2.8158, 5.5250, 2.3622)
O (7.3906, 1.5317, 2.9330)
C (-5.3534, -0.9828, -4.2136)
C (0.2378, 1.0674, -0.4378)
H (2.1950, 0.2169, 3.4924)
C (7.2031, -1.2726, -2.4530)
H (-5.7247, -3.8400, 2.0949)
C (4.9696, -1.6587, -2.9772)
O (0.3099, -0.5358, 3.1659)
H (-4.2434, -3.1324, -3.1125)
H (5.8732, 3.9198, 1.6614)
C (-6.5331, -2.0412, 1.6418)
H (0.4573, -3.6455, -0.3629)
H (-0.6666, -1.4669, 4.7567)
H (1.5611, -0.7873, 4.8036)
C (-4.3512, -2.3498, -2.3460)
C (1.4269, 5.2934, 1.2192)
N (2.1944, 3.2082, 2.1461)
H (9.3849, 2.0648, 2.6987)
H (-2.2495, 2.2930, -0.2829)
C (1.6069, -0.6725, 3.7173)
H (-2.6993, 4.0118, -2.3345)
H (0.9863, 4.8161, 0.3396)
H (-9.7112, -5.0709, 1.8502)
H (-0.2627, 2.0078, -0.1856)
O (5.8751, -0.8485, -2.2550)
H (-3.4916, -2.4045, -1.6660)
H (10.1279, -0.3325, -1.2018)
H (5.5754, 2.2216, -0.5523)
H (0.7028, -4.1108, 1.3844)
H (7.8183, -0.5741, -0.5509)
H (2.4578, 5.5172, 0.9272)
H (8.6745, 1.2943, -2.7676)
H (7.5218, 2.2909, 1.0244)
H (-5.2378, -3.2360, 0.6789)
C (-0.5675, -1.5119, 3.6577)
H (-3.5373, 0.1970, 3.1310)
H (1.6909, 0.4804, -1.9384)
O (-4.1952, 2.6021, -2.5880)
H (4.7184, 0.7915, -0.1166)
H (0.1423, 1.0059, -2.5949)
H (-4.6948, -3.9175, -0.4308)
C (-7.7621, -2.6308, 0.9608)
N (9.4952, -0.9793, -1.6588)
C (8.1355, -0.4508, -1.5893)
H (1.3105, 2.1946, -1.9954)
C (2.3830, -3.0995, 0.4553)
N (1.3011, 0.7660, 0.5519)
C (-1.3538, 3.7580, -4.6945)
C (-6.1450, -0.7364, 0.9630)
C (-4.3300, -1.0188, -3.0832)
H (7.3123, -2.3303, -2.1727)
H (-5.8705, -4.5221, -1.5796)
H (-1.9972, 1.9934, -3.5840)
H (-3.0068, 0.0308, -4.1973)
N (-2.9732, -0.7801, -3.5894)
H (-3.9054, 1.6703, -4.8342)
H (8.5337, 1.5953, -1.0888)
H (-3.7317, 1.2924, -0.3341)
N (-5.4058, -2.9830, 1.6506)
H (9.8178, -1.0403, -2.6196)
H (2.6540, -4.6988, -0.9819)
C (-9.4724, -4.2071, 1.2350)
H (2.9784, -6.9405, -0.3019)
H (-0.4316, -0.8943, -1.0482)
N (2.5957, -1.9375, -0.4146)
H (7.4918, -1.2114, -3.5145)
H (2.7484, -2.9035, 1.4755)
H (-2.6862, 4.1559, 3.4974)
H (1.7810, 4.9237, 3.3110)
H (-4.8401, 3.5255, -0.7975)
C (3.1337, -4.3012, -0.0776)
H (0.8412, 0.5756, 1.4460)
H (-7.5031, -3.0660, -0.0175)
H (-1.9716, -1.4086, 2.0338)
C (-5.6483, -3.6770, -0.9131)
C (-2.4249, 2.8472, -4.1182)
H (4.1530, -3.9800, -0.3473)
C (-2.6729, 1.3044, -0.0980)
H (-1.9096, 0.8641, 3.0437)
C (1.3865, 4.3944, 2.4328)
C (-1.9754, -1.3047, 3.1300)
H (-5.8925, 3.7362, -2.2352)
H (3.1865, 3.4188, 2.0260)
H (4.9374, 1.2162, 2.2101)
H (7.0130, 1.3688, -2.0068)
H (9.0528, 0.3290, 2.4549)
C (-2.5139, 0.0741, 3.4901)
H (-2.5118, -3.2670, 3.5937)
H (-3.7113, -2.3241, 3.0904)
H (-2.3217, 3.9592, 1.7376)
C (4.8692, 1.8285, 0.1856)
H (-5.2711, -1.8717, -4.8408)
O (3.1844, -5.2910, 0.9249)
O (-2.0537, 0.2942, -0.8749)
C (-2.2556, 4.6229, 2.6061)
C (6.9315, 1.5550, 1.5940)
H (3.9680, -1.3134, -2.7269)
H (0.3581, -2.4759, 0.9284)
C (0.8922, -3.3759, 0.6020)
H (-2.5403, 0.1518, 4.5790)
H (5.0230, -2.7166, -2.6957)
C (3.6683, -6.5222, 0.4419)
H (4.6383, -6.4256, -0.0625)
H (-2.4283, -0.4948, -2.7804)
H (0.9457, 6.2556, 1.3956)
H (-6.9712, -0.0325, 1.0667)
H (-5.7488, 2.1464, -1.4804)
N (-2.8775, -2.3250, 3.6802)

For the gap between HOMO and LUMO, the calculation gives 9.4 eV. Its energy is -2600.7822 Ha. The energy relative to the best compared isomer or geometry (same formula, charge and spin) is 1.4224 eV. The value obtained for the HOMO energy is -0.3203 hartree. Its structure (SMILES) is COC[C@H](C)N.COC[C@H](C)N.COC[C@H](C)N.COC[C@H](C)N.COC[C@H](C)N.COC[C@H](C)N.COC[C@H](C)N.COC[C@H](C)N.COC[C@H](C)N. As for the spin multiplicity: 1.

***

Entry 4:
2 unconnected molecules or ions with the total composition C11H15N in a non-equilibrium geometry. Source: the OMol25 dataset; level of theory: wB97M-V/def2-TZVPD.

CARTESIAN COORDINATES (ANGSTROEM)
C (0.3838, -2.8857, 3.1157)
H (-1.3435, 4.1445, -1.2195)
H (-2.8205, 2.0695, -1.4422)
C (1.2465, 0.2539, -0.9970)
H (-0.6338, -1.5633, 1.6642)
C (0.3262, 2.5458, -0.7954)
H (0.3042, -2.2468, 4.0521)
C (-1.3077, -0.3998, -1.9128)
H (1.0497, 4.1369, 0.4155)
C (0.9440, -1.0675, -1.4654)
H (-1.6228, -2.8527, 2.3012)
C (-0.3850, -1.3853, -1.9411)
C (-0.6214, -2.5626, 1.9652)
C (-1.0420, 0.8892, -1.6872)
C (0.2367, 1.1805, -1.1549)
H (1.7946, -1.7496, -1.4149)
H (-2.3472, -0.5993, -2.1823)
H (2.2304, 3.3643, -0.4662)
H (0.4702, -3.9991, 3.3931)
H (-0.2969, -3.1678, 1.2385)
H (2.2145, 0.4315, -0.4378)
C (1.3855, 3.1563, 0.1260)
H (1.4972, 2.4237, 1.0018)
H (-0.2913, -2.4595, -2.3351)
N (-1.7938, 2.0356, -1.6014)
C (-0.9821, 3.0555, -1.0785)
H (1.4044, -2.7481, 2.8584)

For the gap between HOMO and LUMO, the calculation gives 8.6 eV. Its energy is -482.8294 Ha. The energy relative to the best compared isomer or geometry (same formula, charge and spin) is 2.3332 eV. The value obtained for the HOMO energy is -0.2850 hartree. Its structure (SMILES) is Cc1c[nH]c2ccccc12.CC. As for the spin multiplicity: 1.

***

Entry 5:
4 unconnected molecules or ions with the total composition C24H47BClN2O16P2 in a non-equilibrium geometry. Source: the OMol25 dataset; level of theory: wB97M-V/def2-TZVPD.

CARTESIAN COORDINATES (ANGSTROEM)
O (3.1984, 6.2154, 4.8237)
B (0.7467, -0.8998, -0.5548)
C (-0.8290, -4.9566, 3.9168)
H (1.3153, -9.5972, 5.3984)
P (-0.8876, -0.3998, -1.5019)
H (2.6134, -2.5726, -2.7270)
H (0.2279, -10.4646, 6.5061)
C (-5.1166, 6.3277, -4.0063)
H (-3.7319, 4.4723, -1.7669)
C (-4.4973, 3.4069, -3.4550)
H (-5.6489, 7.3539, -6.4088)
C (-0.3324, -6.6372, 5.4375)
C (3.9743, 7.9035, 3.2474)
O (-3.8005, 1.1812, -1.5071)
P (-2.8307, 0.1456, -2.4622)
C (1.1417, -4.2331, -3.2282)
H (4.5988, 7.6152, 5.2751)
C (1.3248, 3.5080, 3.7046)
O (3.4887, 4.8660, 3.0225)
N (-1.3742, 0.5109, -0.0328)
H (0.1802, 1.1105, -3.3565)
C (-4.4966, 4.6082, -2.5328)
C (-0.5367, -1.5238, -3.0216)
H (1.5330, -0.6547, -3.4475)
H (-3.3084, -1.9640, -3.0734)
H (4.8143, 8.5554, 3.0007)
H (2.6015, -0.4115, -0.1826)
H (5.1776, 6.3599, 4.1890)
Cl (-1.8111, -2.1612, -0.5737)
H (-0.9399, -2.5395, -2.7454)
H (-5.2706, 3.4935, -4.2212)
H (3.7587, 3.3219, -0.2506)
O (1.8180, 4.5735, 4.5225)
H (-0.9638, -5.6076, 3.0526)
H (-3.5415, 3.3230, -3.9764)
C (2.1936, -4.4518, -0.8358)
H (1.1620, -8.4700, 7.6256)
H (0.9120, 3.9092, 2.7785)
C (-0.1556, 1.2046, -2.2963)
O (1.9776, 2.5518, -2.3219)
O (0.5572, -1.4442, 0.7831)
C (4.0194, 2.3245, -0.6796)
H (0.6014, -0.6403, 1.3409)
C (0.8639, -1.5389, -3.6708)
O (0.1107, -5.5345, 4.8299)
H (-0.4217, -4.0081, 3.5712)
C (2.9001, 5.1805, 4.0248)
H (0.5275, 3.0092, 4.2529)
O (-6.2257, 5.8814, -4.1560)
H (-1.2702, -1.1773, -3.8237)
H (2.3786, -2.9110, -4.4493)
H (-0.5708, -8.2534, 7.4216)
H (3.7211, 7.3226, 2.3597)
C (2.2154, -5.2538, 0.3873)
H (3.1039, 8.5187, 3.4853)
C (3.1987, 1.9835, -1.9602)
H (0.7107, -1.4557, -4.7927)
H (-1.0647, 1.8869, -2.3742)
O (0.6700, -7.1323, 6.1798)
H (2.1064, 2.7790, 3.4906)
H (-0.4232, -9.4605, 5.2045)
O (-4.1546, 5.8162, -3.2380)
H (-6.4894, 8.2281, -5.0884)
O (3.6348, 1.1137, -2.6771)
C (0.3737, -8.3447, 6.8815)
H (-2.2207, 0.0893, 0.3599)
C (1.1582, -6.3112, 0.0143)
C (4.3241, 7.0019, 4.4155)
O (0.8687, 2.4112, -0.3812)
H (1.6789, -4.9670, -3.9032)
H (2.8522, -5.1313, 1.2879)
H (-5.0826, 8.9486, -5.8853)
C (0.3725, -9.5386, 5.9464)
H (3.9673, 1.4936, 0.0792)
C (1.8082, -2.8182, -3.4762)
H (-1.5030, 1.5108, -0.1838)
O (2.0961, -0.7780, -0.9281)
H (-0.0568, -6.5259, -1.9625)
C (0.8732, 2.0293, -1.5203)
C (0.6800, -5.9719, -1.3373)
H (-1.7823, -4.7659, 4.4103)
H (-4.5164, 0.6511, -1.0968)
H (-5.4529, 4.7246, -2.0189)
H (0.0655, -4.2924, -3.5568)
H (-4.6733, 2.4935, -2.8944)
H (2.9010, -3.5971, -0.8803)
H (0.8505, -7.1705, 0.6485)
O (-1.4319, -7.1166, 5.3217)
C (-5.5240, 8.0119, -5.5474)
N (1.3367, -4.8203, -1.8497)
O (-3.8228, -1.1990, -2.7695)
O (-4.6259, 7.4229, -4.6107)
H (5.1012, 2.3525, -0.9983)

For the gap between HOMO and LUMO, the calculation gives 5.9 eV. Its energy is -3423.8785 Ha. The value obtained for the HOMO energy is -0.1340 hartree. Its charge is -1. As for the spin multiplicity: 1.